1.
Entry from the OMol25 dataset: a cluster of 20 separate species, C68H109N3O30 in total in a non-equilibrium geometry (the ωB97M-V functional and the def2-TZVPD basis).

Geometry as XYZ:
```
210
Properties=species:S:1:pos:R:3:forces:R:3:mulliken_charge:R:1
O -0.857146 -5.699067 -5.835721 -1.5 -1.7 2.6 -0.6403
C -1.491936 -6.289877 -4.948051 2.6 0.9 -1.1 0.4703
O -0.872466 -6.856047 -3.838521 1.2 0.9 -1.2 -0.3135
C -1.768506 -7.329227 -2.861681 -1.6 -0.2 -0.2 0.3054
C -3.017886 -7.546627 -3.707381 -1.1 -0.5 0.6 -0.7870
C -2.940536 -6.498027 -4.795811 -0.7 -0.4 0.0 0.3665
H -1.968546 -6.605767 -2.071301 0.3 0.4 -0.2 -0.3905
H -1.437106 -8.248847 -2.379421 0.4 0.1 -0.4 0.4669
H -3.957706 -7.454847 -3.162951 0.1 0.0 0.3 0.3626
H -3.011936 -8.560407 -4.107781 0.1 0.0 -0.3 0.3007
H -3.344276 -5.549057 -4.442901 -0.2 0.0 -0.1 -0.4640
H -3.450626 -6.826787 -5.701251 0.2 0.4 -0.1 0.4232
O 5.084544 -2.104347 3.389609 -1.9 -0.7 -0.5 -0.6894
C 3.972954 -2.463927 2.999519 3.8 -0.9 -0.1 0.4634
O 2.946654 -1.664097 3.083089 -0.6 1.7 0.6 -0.1089
C 1.741294 -2.183367 2.583079 -0.8 -1.2 0.1 0.8869
C 2.112774 -3.501887 1.934349 0.6 -0.9 -0.9 0.0334
C 3.647964 -3.772537 2.252199 -2.5 0.8 0.1 -0.4048
H 1.266374 -1.507677 1.871749 0.2 0.3 0.1 -0.5989
H 1.062084 -2.400217 3.407539 0.0 0.4 0.2 -0.0427
H 1.924884 -3.412577 0.864389 0.1 -0.3 -0.1 -0.4627
H 1.500014 -4.318127 2.316939 0.0 0.1 -0.1 0.5389
H 4.234744 -3.921307 1.345739 0.2 0.2 0.3 0.1699
H 3.641664 -4.691757 2.837939 0.7 0.4 0.3 0.3521
O 2.367454 1.801413 -3.055351 -0.9 -0.6 0.3 -0.6274
C 1.329914 2.407283 -2.830231 1.1 -0.7 -2.1 -0.1788
O 1.414134 3.592913 -2.328981 0.8 2.5 2.0 -0.2487
C 0.138424 4.228573 -2.091191 0.9 1.0 0.1 0.8713
C -0.740626 3.558113 -3.071371 -0.9 -1.0 0.1 0.1271
C -0.094766 2.176953 -3.242331 -0.4 -0.4 -0.1 1.0551
H 0.244674 5.291743 -2.306771 0.3 -0.1 0.1 0.2777
H -0.132826 4.176433 -1.036761 0.0 -0.5 -0.1 -0.8685
H -0.710466 4.073133 -4.031551 -0.3 0.1 0.1 0.3557
H -1.741536 3.507193 -2.642791 -0.2 0.0 -0.5 -0.5066
H -0.200796 1.851203 -4.277101 0.3 -0.4 0.3 0.2901
H -0.463066 1.395523 -2.577641 -0.4 -0.1 -0.1 -0.7089
O 0.311794 -0.576807 6.031289 0.9 1.2 -0.6 -0.7036
C 0.324934 0.485013 5.424579 0.9 -4.0 0.9 0.1376
O -0.795496 1.135263 5.349379 -1.7 2.0 -0.1 -0.3053
C -0.646186 2.343793 4.589449 -0.2 0.1 -0.4 0.6661
C 0.728794 2.249983 3.936939 -0.6 2.0 -0.5 0.3367
C 1.402114 1.108943 4.579559 0.7 -0.4 0.0 0.6392
H -0.685966 3.217103 5.240479 -0.4 -0.1 0.2 0.1771
H -1.454906 2.342023 3.858649 0.0 0.3 0.1 -0.3996
H 1.311194 3.124963 4.225589 -0.3 0.4 -0.8 0.4905
H 0.604154 2.183603 2.856129 0.4 0.0 0.1 -0.9923
H 2.201114 1.532303 5.188219 0.2 -0.7 0.2 0.3603
H 1.808274 0.470453 3.795039 0.1 -0.5 0.7 -0.5057
O -6.567846 2.724603 2.781909 1.4 -0.8 1.9 -0.6640
C -5.976126 2.393553 3.807649 -2.9 0.3 -0.9 0.2467
O -4.665536 2.295073 3.879399 1.5 0.4 -1.0 0.2123
C -4.172636 2.243653 5.181039 0.1 -1.2 3.0 0.3353
C -5.400326 1.958113 6.120049 0.6 0.5 0.2 -0.8211
C -6.596976 2.044313 5.193579 0.3 0.6 -0.3 -0.5667
H -3.577916 3.090213 5.524189 -0.6 0.9 -0.7 0.1736
H -3.441936 1.467073 5.407069 -0.1 -0.6 -1.1 -0.1261
H -5.423256 2.700823 6.917509 -0.2 0.2 -0.1 0.3743
H -5.336946 1.015303 6.663349 0.2 -0.2 -0.4 0.3458
H -7.245126 2.860333 5.513139 -0.3 -0.2 -0.3 0.3266
H -7.157516 1.109743 5.171869 -0.1 0.2 -0.4 0.1817
O 7.805734 3.376583 -1.168031 -3.7 1.3 0.2 -0.6604
C 6.633294 3.817963 -1.170571 4.1 -0.9 0.6 0.1411
O 6.161904 4.497463 -2.213081 -0.1 0.6 -0.6 -0.3626
C 4.776554 4.756103 -2.044201 -1.9 -0.5 -0.6 -0.5180
C 4.324804 3.851473 -0.950231 -1.0 -0.9 1.6 2.1409
C 5.552694 3.703593 -0.110471 1.2 -0.9 -0.2 0.8073
H 4.200714 4.373013 -2.886661 0.5 0.6 -0.7 0.3428
H 4.454644 5.774583 -1.826991 0.9 0.4 -0.3 0.2518
H 3.974824 2.908033 -1.369181 0.2 -0.1 0.1 -0.9351
H 3.511234 4.227213 -0.329711 -0.2 0.2 -0.4 -0.8306
H 5.754664 2.735693 0.348309 -0.5 0.1 0.2 -0.7737
H 5.614004 4.499333 0.631919 0.3 0.1 0.0 0.4552
O 4.782354 -4.676507 -5.093471 0.4 1.6 0.1 -0.5894
C 4.998564 -3.505587 -5.335431 -0.3 -1.6 -0.3 0.2118
O 4.930124 -3.080277 -6.632151 -0.3 0.7 -0.6 -0.3825
C 4.979064 -1.642587 -6.734861 1.1 0.6 2.1 -0.2163
C 5.633054 -1.247787 -5.364891 0.2 1.5 -1.0 -0.5791
C 5.346254 -2.347037 -4.422021 -0.4 -0.8 0.4 0.9449
H 4.013604 -1.146697 -6.835241 -0.3 -0.6 -0.1 0.0189
H 5.633944 -1.224947 -7.499601 -0.1 -0.9 -0.4 0.3821
H 5.259734 -0.291347 -4.998881 0.1 0.0 -0.1 0.2338
H 6.710344 -1.148017 -5.497511 0.0 0.1 -0.1 0.2836
H 4.495834 -2.100347 -3.786391 -0.1 -0.3 0.1 -0.8231
H 6.184434 -2.584827 -3.767021 -0.1 -0.2 0.0 0.5464
O 2.983604 -6.765067 -0.647841 -0.6 1.5 -1.7 -0.7338
C 2.555264 -5.929807 -1.450881 2.7 -1.6 3.2 0.3543
O 1.283464 -5.782207 -1.641261 -2.5 -0.8 -0.4 -0.3116
C 1.005024 -4.959647 -2.759611 0.2 0.8 -1.0 -0.0628
C 2.184194 -3.998367 -2.797461 0.5 0.3 0.5 2.1503
C 3.319474 -4.867187 -2.157781 -0.1 1.1 -1.3 -0.1105
H 0.015564 -4.526367 -2.613541 0.1 0.2 0.1 -0.2831
H 0.966164 -5.512947 -3.697931 0.1 -0.4 0.3 0.0494
H 1.956254 -3.119717 -2.194041 0.1 0.0 0.3 -1.1705
H 2.442374 -3.600577 -3.778881 -0.1 -0.4 -0.1 -0.2855
H 3.979624 -4.279727 -1.519671 -0.1 -0.2 0.3 0.0610
H 3.965304 -5.293207 -2.925581 -0.1 -0.1 -0.1 0.3184
O 3.450484 4.247683 2.621319 -0.1 -0.7 0.1 -0.7591
C 4.167594 3.285273 2.764569 0.4 -0.3 -0.4 -0.2175
O 3.875884 2.047173 2.298079 -1.5 1.4 -0.5 0.2430
C 4.951964 1.148953 2.366899 0.5 -1.7 1.0 1.2632
C 6.108224 1.928503 2.948189 1.2 0.3 -0.2 -0.9065
C 5.536534 3.257603 3.399629 -0.5 -0.2 -0.3 -0.4231
H 5.175464 0.665403 1.415939 -0.1 0.6 -0.4 -0.8257
H 4.669824 0.294183 2.981599 -0.2 0.2 0.3 -0.0785
H 6.820384 2.099413 2.140899 0.3 0.0 0.2 0.3465
H 6.618124 1.474823 3.798059 0.0 -0.4 -0.4 0.4974
H 6.105864 4.112513 3.034809 -0.1 0.1 0.5 0.2930
H 5.396484 3.234873 4.480359 0.1 0.5 0.0 0.3686
O -2.347896 3.190623 1.668999 -0.8 0.4 -0.3 0.2980
C -3.175366 2.928503 0.821219 1.8 -2.7 0.7 -0.2281
O -3.499176 3.712613 -0.159931 0.0 2.7 -0.5 -0.4150
C -4.274046 3.126833 -1.174821 -0.7 -1.1 -0.7 -1.0721
C -4.146446 1.620653 -0.946371 0.3 -0.5 0.4 0.7465
C -3.779146 1.545483 0.567139 -0.2 0.9 -1.2 2.3999
H -3.825006 3.371523 -2.137411 -0.2 0.4 0.1 0.4491
H -5.310306 3.463183 -1.141031 0.1 0.3 0.2 0.3735
H -3.392096 1.266783 -1.649101 0.5 -0.3 0.4 -0.3848
H -5.015156 1.000723 -1.168051 -0.3 0.5 0.0 0.0021
H -3.075036 0.746343 0.798889 -0.6 0.3 0.5 -2.0760
H -4.723346 1.601963 1.108789 0.1 -0.8 0.5 0.2966
O -2.657226 -4.081547 -2.371731 -3.7 1.5 -0.3 -0.2263
C -3.747116 -3.450047 -2.472321 5.4 -0.6 1.1 -0.2510
O -4.803576 -3.934307 -3.104671 0.7 0.0 -0.3 -0.3456
C -5.729156 -2.891897 -3.212961 -2.8 1.4 0.6 -0.8702
C -5.072466 -1.562697 -2.883011 0.0 0.0 0.3 -0.3872
C -3.895666 -1.947657 -2.007221 0.0 -1.6 -1.3 1.4419
H -6.532926 -3.077747 -2.500561 -0.1 -0.3 0.1 0.3236
H -6.225276 -2.759157 -4.174391 0.4 -0.9 -0.3 0.4042
H -5.755656 -0.928277 -2.318321 -0.1 0.2 -0.6 0.2350
H -4.779566 -1.161747 -3.853341 0.3 0.7 0.4 0.2132
H -4.081296 -1.889147 -0.934741 0.0 -0.1 0.0 -0.0367
H -2.980376 -1.421507 -2.278331 0.0 -0.1 0.2 -0.6303
O -5.048066 8.619703 2.919359 1.1 -2.4 0.5 -0.6655
C -4.384486 7.632483 3.258069 -1.2 3.1 -2.3 0.4498
O -3.843116 7.569813 4.434439 0.9 0.8 3.2 -0.3939
C -3.231346 6.306303 4.720049 -0.9 0.4 1.7 -0.4426
C -2.981916 5.718313 3.438079 0.4 -1.7 -2.5 1.7166
C -3.939236 6.454613 2.469569 0.5 -1.7 0.0 -0.1278
H -3.987976 5.719183 5.240529 -0.1 0.1 0.4 0.1942
H -2.330946 6.323953 5.334109 -0.2 0.9 0.2 0.3937
H -3.246346 4.663673 3.514959 0.3 -0.1 -0.4 -0.9552
H -1.939306 5.774223 3.125119 -0.1 0.2 -0.1 -0.4680
H -4.784946 5.782433 2.324519 -0.2 0.2 -0.5 0.1955
H -3.417206 6.653133 1.533529 -0.6 0.3 0.0 0.0559
O -1.961956 -0.200777 -4.331901 -0.1 -0.5 0.1 -0.6838
C -1.116676 -0.943117 -4.758171 1.0 1.1 -0.1 0.4175
O 0.204224 -0.542367 -4.737321 -0.5 -0.2 -0.1 -0.4262
C 1.059524 -1.429997 -5.477891 0.0 0.2 0.1 1.3090
C 0.161714 -2.513887 -6.041741 0.1 -0.1 0.6 -0.9024
C -1.233146 -2.313537 -5.347881 1.6 -0.1 -1.2 0.3648
H 1.870874 -1.805277 -4.854211 -0.2 0.1 0.4 -0.9030
H 1.526964 -0.912867 -6.315841 0.0 0.5 0.3 0.1294
H 0.634384 -3.476027 -5.844321 -0.5 -0.2 -0.3 0.3836
H 0.141294 -2.287737 -7.107821 -0.6 -0.7 0.0 0.3923
H -1.404786 -2.985987 -4.507371 -0.2 -0.3 -0.3 -0.4816
H -1.929816 -2.377647 -6.183731 -0.7 0.0 0.8 0.4193
C -2.114356 -4.051777 4.663169 -0.5 1.3 0.1 -0.2238
O -0.961226 -4.760367 4.444709 1.2 -1.3 -0.2 -0.5930
H -1.762006 -3.038267 4.854849 -0.7 0.4 0.4 -0.0100
H -2.763886 -4.008577 3.788909 -0.2 -0.1 -0.2 0.1070
H -2.689586 -4.448957 5.499509 0.0 0.0 0.2 0.3668
H -0.963386 -5.030367 3.523459 0.1 -0.4 -0.2 0.3574
C -1.630926 -4.351697 0.941619 1.5 0.5 0.0 0.2038
O -1.260336 -5.469037 1.781759 -1.0 0.8 -0.5 -0.5287
H -2.645876 -4.286597 0.549539 -0.1 -0.7 0.1 0.4138
H -1.449176 -3.406767 1.453659 -0.2 -0.2 0.7 -0.2110
H -0.880786 -4.302397 0.152339 -0.3 -0.2 -0.6 -0.1489
H -1.570236 -6.258217 1.331459 0.1 -0.2 0.1 0.2736
C -2.647126 -0.623317 3.431239 -0.2 1.2 0.6 -0.1195
O -3.297426 -1.346167 2.403739 1.4 -0.4 -0.1 -0.1607
H -1.558126 -0.654017 3.395859 -0.1 -0.4 -0.5 -0.1242
H -2.934836 0.427923 3.416759 0.1 0.4 -0.5 -0.5027
H -2.900136 -0.862727 4.464089 -0.2 -0.9 0.0 0.6640
H -4.244256 -1.306067 2.557049 -0.5 0.3 0.1 0.2764
C -6.000306 -1.611497 4.231809 -0.7 -0.7 0.9 -0.6230
O -5.871776 -0.922207 3.030249 0.6 0.8 -1.2 -0.3479
H -6.319556 -2.625157 3.989569 -0.2 -0.1 0.6 0.3937
H -5.079316 -1.670557 4.811799 0.3 0.1 -0.4 0.2206
H -6.719446 -1.072837 4.848879 -0.3 -0.4 0.2 0.1442
H -6.441136 -1.331037 2.374289 -0.1 0.1 0.0 0.2433
N -1.032816 -0.420947 0.185689 -0.4 -0.9 0.1 2.3174
C -0.339346 -1.246517 -0.625051 2.7 1.7 -1.1 -1.0098
C 0.898154 -0.549037 -0.873571 -1.4 -2.8 0.2 0.1579
C 0.950404 0.573673 -0.035231 0.0 0.1 -0.9 -0.3884
C -0.285586 0.664703 0.537189 -0.8 0.3 1.3 -0.6583
H -1.914026 -0.737067 0.564689 0.0 0.4 0.4 -0.6448
H -0.696496 -2.204007 -0.974411 -0.1 0.2 -0.1 0.5022
H 1.645974 -0.972937 -1.527381 0.2 0.3 0.1 -0.4243
H 1.805224 1.227463 0.055449 -0.2 0.2 0.1 0.3385
H -0.716436 1.356323 1.246009 0.2 0.2 -0.1 -0.4107
N 1.480904 5.666443 1.100029 -1.1 1.1 -1.0 0.4075
C 0.151284 5.436053 1.223779 -1.1 0.3 -0.4 -0.4092
C -0.546806 6.392763 0.476689 -0.2 -0.5 0.1 -0.2943
C 0.387714 7.230553 -0.161571 1.7 -0.7 1.0 -1.3553
C 1.630864 6.769393 0.277059 0.6 -0.4 -0.4 -0.4190
H 2.163634 4.988973 1.408289 0.4 0.4 0.3 0.1683
H -0.194396 4.567903 1.765269 -0.2 0.2 0.0 0.6047
H -1.604786 6.490003 0.282719 -0.1 -0.4 0.4 0.3674
H 0.237384 8.047173 -0.852161 -0.1 0.0 0.2 0.4751
H 2.641254 7.055913 0.025229 -0.1 0.3 -0.1 0.4937
N 4.455764 -0.047367 -1.701271 0.8 -1.0 -0.1 2.0687
C 5.684174 0.461663 -2.100361 -0.3 -0.6 1.8 -0.5639
C 6.645704 -0.213737 -1.324631 -0.2 1.3 -1.7 -1.2401
C 6.024084 -1.204237 -0.567541 -1.4 -0.3 -0.3 -1.4567
C 4.643064 -1.117187 -0.841011 1.1 0.9 0.2 -0.2110
H 3.541424 0.229293 -2.029191 0.1 0.3 -0.3 -0.5617
H 5.756814 1.312233 -2.761921 0.0 -0.1 0.0 0.5609
H 7.698054 0.025723 -1.364751 0.0 -0.1 0.0 0.5135
H 6.584674 -1.920037 0.015349 -0.5 0.0 0.2 0.5469
H 3.774094 -1.610677 -0.431421 0.1 -0.1 0.0 0.3605
```
Forces are in eV/Å.

Summary:
**E_HOMO**: -8.14 eV
**Energy**: -5077.92976 hartree
**HOMO-LUMO gap**: 0.2746 Eh


2.
Entry from the OMol25 dataset: an isolated molecule of C19H25ClN2O2 (the ωB97M-V functional and the def2-TZVPD basis).

Geometry as XYZ:
```
49
Properties=species:S:1:pos:R:3:forces:R:3:mulliken_charge:R:1
O -3.275201 -2.774077 0.695461 0.0 0.1 0.0 -0.6308
C -3.150310 -1.698083 0.154095 0.2 0.0 -0.3 -0.1377
C -4.272365 -0.719972 0.135870 -0.5 0.1 0.2 0.3439
C -5.293969 -0.904227 1.069253 0.2 0.0 -0.1 -0.4095
C -6.372111 -0.045579 1.128396 -0.1 0.1 0.0 -0.7098
C -6.441812 1.012655 0.233993 0.3 -0.2 -0.1 0.4365
C -5.445830 1.207522 -0.712087 -0.2 0.1 0.0 -1.0197
C -4.366810 0.345661 -0.757620 0.1 -0.2 0.1 0.0847
H -3.611690 0.505048 -1.511275 0.1 0.0 0.0 0.3865
H -5.519752 2.028700 -1.407868 0.0 0.1 0.0 0.4114
Cl -7.783602 2.094803 0.291402 -0.2 0.1 0.0 -0.2088
H -7.154413 -0.191225 1.856505 -0.1 0.0 0.1 0.4153
H -5.218944 -1.737947 1.751197 0.0 -0.1 0.0 0.4546
C -1.839999 -1.266438 -0.478330 0.2 -0.4 0.3 0.5477
C -1.229866 -0.123709 0.346770 0.2 0.1 -0.3 -0.9868
C 0.136788 0.264302 -0.233658 -0.1 0.1 0.1 -1.1566
N 1.073213 -0.839560 -0.335867 0.1 -0.1 0.0 0.5794
C 0.492993 -1.935961 -1.089941 -0.1 -0.2 0.0 -1.3536
C -0.847753 -2.428030 -0.538438 0.0 0.2 -0.2 -0.6941
H -1.241506 -3.222798 -1.173717 0.0 -0.1 0.1 0.4679
H -0.715718 -2.840823 0.462672 -0.1 -0.1 0.0 0.2591
H 1.212266 -2.758148 -1.118669 0.0 0.0 -0.1 0.5109
H 0.350402 -1.577471 -2.116188 0.0 -0.1 0.0 0.4136
C 1.636063 -1.231197 0.946448 -0.2 0.1 0.1 -1.0749
C 2.480495 -0.106302 1.542095 -0.1 -0.4 0.0 0.5306
O 2.184942 0.393819 2.614770 -0.2 0.0 0.3 -0.6993
N 3.569649 0.280610 0.850799 0.2 0.2 0.0 0.0967
C 3.962629 -0.166805 -0.461808 0.0 -0.1 -0.5 -0.7470
H 5.045014 -0.335915 -0.438248 -0.1 -0.1 0.0 0.4759
C 3.618733 0.901558 -1.513427 0.0 0.0 0.1 -0.5300
C 3.668595 2.295629 -0.879367 0.2 0.0 -0.1 -0.5968
C 4.750197 2.334171 0.196005 -0.2 0.0 -0.1 -0.6708
C 4.353098 1.400584 1.344757 0.1 0.2 0.3 -0.8516
H 5.243814 1.024762 1.863012 -0.1 0.1 0.0 0.2332
H 3.731549 1.921740 2.076850 0.1 -0.1 -0.1 0.4715
H 4.874929 3.346418 0.581072 0.1 0.0 0.0 0.3936
H 5.702245 2.025170 -0.239761 0.1 0.0 0.0 0.3333
H 3.859667 3.050465 -1.642842 -0.1 0.0 0.0 0.4448
H 2.707209 2.524499 -0.415763 -0.1 0.1 0.0 0.2100
H 2.621989 0.712187 -1.909266 0.0 -0.1 -0.1 0.1281
H 4.332612 0.832935 -2.335461 0.0 0.0 -0.1 0.4295
H 3.472214 -1.103646 -0.709792 0.1 0.0 0.0 0.2723
H 2.262636 -2.115496 0.799973 0.0 0.0 0.0 0.6305
H 0.878295 -1.477650 1.704140 0.2 0.0 0.0 0.4301
H 0.587272 1.041685 0.386234 0.0 0.1 -0.1 0.5354
H -0.003657 0.665891 -1.243906 0.0 0.1 0.0 0.4816
H -1.109186 -0.448639 1.381675 -0.1 0.0 0.1 0.2526
H -1.885409 0.748294 0.346420 0.0 0.0 0.1 0.6025
H -2.029627 -0.909399 -1.496542 0.0 0.0 0.0 0.2139
```
Forces are in eV/Å.

Summary:
**Energy relative to the best compared isomer or geometry (same formula, charge and spin)**: 131.8 kJ/mol
**E_HOMO**: -8.62 eV
**Energy**: -1459.21221 hartree
**HOMO-LUMO gap**: 0.3218 Eh
**Structure (SMILES)**: O=C(c1ccc(Cl)cc1)C1CCN(CC(=O)N2CCCCC2)CC1